No. 1
Formula: C20H22N2O2
Source: OMol25
Level of theory: the ωB97M-V functional and the def2-TZVPD basis

Positions of all 46 atoms, in Å:
C (4.46, -5.13, 1.94)
C (4.60, -5.36, 0.45)
O (5.31, -6.24, 0.02)
C (3.81, -4.48, -0.45)
C (3.84, -4.76, -1.82)
C (3.12, -3.97, -2.70)
C (2.36, -2.91, -2.24)
C (2.33, -2.62, -0.88)
N (1.60, -1.56, -0.35)
C (0.72, -0.71, -1.00)
O (0.51, -0.74, -2.20)
N (0.09, 0.17, -0.19)
C (0.28, 0.38, 1.23)
C (-0.75, 1.44, 1.60)
C (-0.91, 2.25, 0.31)
C (-2.19, 3.05, 0.24)
C (-3.43, 2.43, 0.34)
C (-4.59, 3.17, 0.28)
C (-4.56, 4.55, 0.14)
C (-5.83, 5.34, 0.08)
C (-3.32, 5.17, 0.05)
C (-2.15, 4.43, 0.10)
C (-0.81, 1.16, -0.77)
C (3.05, -3.41, 0.01)
H (3.42, -5.20, 2.24)
H (5.04, -5.88, 2.47)
H (4.84, -4.14, 2.20)
H (4.43, -5.59, -2.16)
H (3.14, -4.19, -3.75)
H (1.80, -2.30, -2.92)
H (1.68, -1.45, 0.65)
H (1.30, 0.74, 1.44)
H (0.12, -0.54, 1.80)
H (-1.70, 0.97, 1.87)
H (-0.43, 2.06, 2.44)
H (-0.06, 2.93, 0.21)
H (-3.50, 1.36, 0.45)
H (-5.55, 2.67, 0.35)
H (-6.36, 5.12, -0.85)
H (-6.48, 5.08, 0.91)
H (-5.63, 6.41, 0.11)
H (-3.26, 6.24, -0.06)
H (-1.20, 4.93, 0.03)
H (-1.78, 0.71, -0.98)
H (-0.39, 1.53, -1.71)
H (3.02, -3.17, 1.06)

The calculation puts the HOMO energy at -0.30889 Ha. The value obtained for the LUMO energy is 0.0158 Ha. The max |F| comes out at 0.0142 Eh/bohr. The energy is -28173.6211 eV.

No. 2
Formula: C20H22N2O2S3Ti
Source: OMol25
Level of theory: the ωB97M-V functional and the def2-TZVPD basis

Positions of all 50 atoms, in Å:
Ti (-0.06, -0.25, -0.26)
C (1.24, -1.23, 3.04)
C (0.00, -0.57, 3.61)
S (-1.27, -0.46, 2.29)
C (-1.87, 1.26, 2.42)
C (-0.84, 2.36, 2.22)
S (0.05, 2.20, 0.62)
C (1.81, 2.32, 1.13)
C (2.29, 1.28, 2.12)
S (1.93, -0.44, 1.53)
H (2.04, -1.29, 3.78)
H (1.00, -2.24, 2.70)
H (-0.40, -1.19, 4.42)
H (0.19, 0.42, 4.01)
H (-2.64, 1.32, 1.65)
H (-2.34, 1.37, 3.40)
H (-1.35, 3.32, 2.19)
H (-0.10, 2.38, 3.02)
H (2.36, 2.24, 0.18)
H (1.96, 3.33, 1.53)
H (3.37, 1.35, 2.23)
H (1.83, 1.41, 3.10)
O (-1.69, -0.75, -0.30)
C (-2.76, -0.23, -0.90)
C (-4.03, -0.61, -0.47)
C (-5.16, -0.12, -1.09)
C (-5.04, 0.80, -2.13)
C (-3.80, 1.21, -2.55)
C (-2.62, 0.71, -1.96)
C (-1.34, 1.06, -2.48)
N (-0.26, 0.62, -1.88)
N (0.99, 0.72, -2.40)
C (1.73, -0.28, -1.97)
O (1.25, -1.16, -1.13)
C (3.09, -0.44, -2.49)
C (3.91, -1.43, -1.97)
C (5.18, -1.64, -2.49)
C (5.63, -0.84, -3.53)
C (4.81, 0.15, -4.06)
C (3.55, 0.36, -3.54)
H (-4.10, -1.32, 0.35)
H (-6.14, -0.44, -0.77)
H (-5.92, 1.18, -2.62)
H (-3.70, 1.92, -3.36)
H (-1.24, 1.64, -3.39)
H (3.54, -2.05, -1.16)
H (5.80, -2.42, -2.09)
H (6.62, -1.00, -3.94)
H (5.16, 0.75, -4.89)
H (2.89, 1.11, -3.95)

The spin multiplicity is 2. The calculation puts the HOMO energy (spin up / spin down) at -0.36844 / -0.41085 Ha. As for the net charge: +1. The value obtained for the LUMO energy (spin up / spin down) is -0.1080 / -0.1213 Ha. The max |F| comes out at 0.1109 Eh/bohr. The energy is -83789.2142 eV.

No. 3
Formula: C20H22N2O3
Source: OMol25
Level of theory: the ωB97M-V functional and the def2-TZVPD basis

Positions of all 47 atoms, in Å:
C (4.84, 0.80, -0.89)
C (3.72, 0.05, -0.19)
N (2.48, 0.84, -0.21)
C (1.32, 0.22, -0.39)
C (0.09, 0.91, -0.41)
C (-1.03, 0.36, -0.99)
C (-2.26, 1.09, -1.15)
C (-3.14, 0.83, -2.23)
C (-4.28, 1.61, -2.41)
C (-4.60, 2.63, -1.51)
C (-3.74, 2.89, -0.42)
C (-2.58, 2.14, -0.25)
C (2.53, 2.29, -0.08)
C (3.93, 2.70, 0.34)
O (4.96, 2.17, -0.50)
H (5.81, 0.34, -0.65)
H (4.68, 0.76, -1.98)
H (3.52, -0.89, -0.71)
H (4.02, -0.16, 0.85)
H (1.36, -0.86, -0.53)
H (0.04, 1.92, 0.01)
H (-0.93, -0.61, -1.49)
H (-2.89, 0.01, -2.90)
H (-4.93, 1.41, -3.26)
H (-5.50, 3.23, -1.65)
H (-3.97, 3.68, 0.29)
H (-1.92, 2.33, 0.59)
H (2.26, 2.80, -1.03)
H (1.82, 2.62, 0.69)
H (4.06, 3.78, 0.25)
H (4.07, 2.38, 1.40)
C (-2.26, -1.48, 1.23)
N (-3.10, -1.61, 0.16)
O (-4.27, -1.11, 0.20)
O (-2.70, -2.21, -0.89)
C (-1.17, -2.36, 1.44)
C (-0.73, -3.26, 0.44)
C (0.39, -4.06, 0.64)
C (1.07, -4.05, 1.86)
C (0.60, -3.24, 2.90)
C (-0.50, -2.40, 2.70)
H (-2.59, -0.79, 2.01)
H (-1.30, -3.30, -0.48)
H (0.71, -4.71, -0.18)
H (1.95, -4.68, 2.01)
H (1.08, -3.26, 3.87)
H (-0.91, -1.78, 3.49)

The calculation puts the HOMO energy at -0.22617 Ha. The value obtained for the LUMO energy is -0.0590 Ha. The max |F| comes out at 0.0262 Eh/bohr. The energy is -30213.6504 eV.

No. 4
Formula: C20H22N2O6S
Source: OMol25
Level of theory: the ωB97M-V functional and the def2-TZVPD basis

Positions of all 51 atoms, in Å:
C (5.92, 1.49, -1.88)
C (5.37, 1.99, -3.20)
O (3.99, 2.39, -3.08)
C (3.08, 1.42, -3.13)
O (3.30, 0.25, -3.27)
C (1.68, 2.01, -2.98)
N (0.70, 0.97, -2.91)
C (-0.16, 0.66, -3.95)
O (-0.31, 1.31, -4.95)
O (-0.84, -0.47, -3.63)
C (-0.38, -0.90, -2.42)
C (-0.76, -2.01, -1.69)
C (-0.12, -2.20, -0.48)
S (-0.60, -3.59, 0.55)
O (-1.25, -4.56, -0.27)
O (0.54, -3.96, 1.33)
N (-1.72, -3.01, 1.62)
C (-3.06, -2.74, 1.18)
C (-3.29, -1.29, 0.71)
C (-2.96, -0.33, 1.81)
C (-3.84, -0.12, 2.86)
C (-3.52, 0.73, 3.90)
C (-2.29, 1.39, 3.93)
C (-1.95, 2.30, 5.07)
C (-1.41, 1.18, 2.88)
C (-1.74, 0.33, 1.83)
C (0.85, -1.33, -0.01)
C (1.24, -0.22, -0.74)
C (0.60, -0.02, -1.95)
H (5.80, 2.24, -1.10)
H (5.40, 0.58, -1.57)
H (6.98, 1.26, -1.99)
H (5.44, 1.21, -3.96)
H (5.89, 2.89, -3.53)
H (1.45, 2.61, -3.87)
H (1.64, 2.65, -2.10)
H (-1.50, -2.72, -2.04)
H (-1.34, -2.35, 2.29)
H (-3.74, -2.96, 2.01)
H (-3.25, -3.45, 0.37)
H (-2.68, -1.09, -0.17)
H (-4.34, -1.19, 0.43)
H (-4.80, -0.62, 2.86)
H (-4.22, 0.89, 4.71)
H (-1.01, 2.82, 4.88)
H (-2.73, 3.04, 5.21)
H (-1.85, 1.73, 5.99)
H (-0.46, 1.69, 2.87)
H (-1.04, 0.19, 1.02)
H (1.32, -1.57, 0.94)
H (2.00, 0.45, -0.38)

The calculation puts the HOMO energy at -0.32707 Ha. The value obtained for the LUMO energy is 0.0136 Ha. The max |F| comes out at 0.0208 Eh/bohr. The energy is -47198.5905 eV.

No. 5
Formula: C20H22N2O6S
Source: OMol25
Level of theory: the ωB97M-V functional and the def2-TZVPD basis

Positions of all 51 atoms, in Å:
C (9.30, -0.21, 0.79)
C (7.88, 0.22, 0.55)
O (7.47, 1.34, 0.61)
O (7.11, -0.86, 0.28)
C (5.77, -0.75, -0.03)
C (5.25, 0.27, -0.82)
C (3.90, 0.27, -1.12)
C (3.06, -0.72, -0.64)
C (1.62, -0.66, -1.02)
O (1.25, -0.19, -2.07)
N (0.78, -1.17, -0.06)
C (-0.61, -1.27, -0.10)
C (-1.34, -1.12, -1.28)
C (-2.72, -1.24, -1.24)
C (-3.36, -1.49, -0.05)
S (-5.14, -1.61, -0.03)
O (-5.56, -2.16, 1.23)
O (-5.56, -2.25, -1.24)
N (-5.76, -0.07, -0.11)
C (-5.71, 0.79, 1.04)
C (-4.61, 1.86, 0.99)
C (-4.74, 2.82, -0.22)
C (-3.47, 2.55, -1.03)
C (-2.52, 2.03, 0.04)
O (-3.34, 1.24, 0.89)
C (-2.65, -1.66, 1.12)
C (-1.27, -1.56, 1.10)
C (3.60, -1.76, 0.13)
C (4.95, -1.77, 0.42)
H (9.89, 0.64, 1.11)
H (9.33, -0.99, 1.55)
H (9.71, -0.62, -0.13)
H (5.89, 1.06, -1.19)
H (3.48, 1.05, -1.73)
H (1.20, -1.41, 0.83)
H (-0.83, -0.91, -2.20)
H (-3.30, -1.14, -2.14)
H (-5.60, 0.36, -1.01)
H (-6.67, 1.29, 1.16)
H (-5.55, 0.13, 1.89)
H (-4.66, 2.43, 1.93)
H (-4.75, 3.86, 0.13)
H (-5.65, 2.64, -0.78)
H (-3.64, 1.78, -1.78)
H (-3.09, 3.44, -1.53)
H (-2.08, 2.86, 0.61)
H (-1.73, 1.39, -0.34)
H (-3.19, -1.88, 2.03)
H (-0.70, -1.69, 2.01)
H (2.98, -2.57, 0.46)
H (5.38, -2.57, 1.01)

The calculation puts the HOMO energy at -0.32096 Ha. The value obtained for the LUMO energy is 0.0084 Ha. The max |F| comes out at 0.0168 Eh/bohr. The energy is -47197.9084 eV.

No. 6
Formula: C20H22N2OS
Source: OMol25
Level of theory: the ωB97M-V functional and the def2-TZVPD basis

Positions of all 46 atoms, in Å:
O (0.49, 2.04, 0.74)
C (0.44, 0.85, 0.51)
C (1.59, -0.08, 0.86)
N (2.45, -0.35, -0.28)
C (3.47, -1.37, -0.04)
C (4.92, -0.91, 0.12)
C (5.12, 0.34, 0.98)
C (4.98, 1.63, 0.18)
C (3.56, 1.94, -0.26)
C (2.87, 0.81, -1.04)
N (-0.69, 0.27, -0.01)
C (-1.84, 1.07, -0.20)
C (-1.78, 2.25, -0.93)
C (-2.90, 3.04, -1.07)
C (-4.11, 2.65, -0.50)
C (-4.19, 1.46, 0.20)
C (-3.06, 0.68, 0.35)
S (-3.17, -0.85, 1.24)
C (-1.98, -1.76, 0.30)
C (-2.17, -3.12, 0.10)
C (-1.26, -3.84, -0.65)
C (-0.18, -3.19, -1.23)
C (0.01, -1.84, -1.04)
C (-0.87, -1.11, -0.24)
H (1.19, -1.03, 1.22)
H (2.12, 0.41, 1.70)
H (3.17, -1.92, 0.86)
H (3.43, -2.07, -0.88)
H (5.47, -1.75, 0.56)
H (5.36, -0.72, -0.86)
H (6.13, 0.31, 1.41)
H (4.42, 0.34, 1.82)
H (5.63, 1.56, -0.70)
H (5.34, 2.47, 0.79)
H (2.94, 2.21, 0.60)
H (3.58, 2.82, -0.92)
H (1.96, 1.23, -1.50)
H (3.52, 0.45, -1.84)
H (-0.84, 2.55, -1.36)
H (-2.84, 3.97, -1.62)
H (-4.98, 3.27, -0.61)
H (-5.12, 1.14, 0.64)
H (-3.03, -3.60, 0.55)
H (-1.41, -4.90, -0.80)
H (0.51, -3.75, -1.84)
H (0.85, -1.33, -1.48)

The calculation puts the HOMO energy at -0.29779 Ha. The value obtained for the LUMO energy is 0.0283 Ha. The max |F| comes out at 0.0131 Eh/bohr. The energy is -36960.4421 eV.